No. 1
121
Properties=species:S:1:pos:R:3 method="wB97M-V/def2-TZVPD" relative_energy_kj_mol=1653.5 energy_ev=-227762.173 charge=-1 e_lumo_ha=-0.1534 max_force_ev_per_a=11.25 gap_ev=1.64
C 5.8793 -0.8682 -2.7609
C 4.8382 0.1523 -2.0111
P 3.8857 -0.5995 -0.5430
C 4.6548 -0.1864 1.1520
C 6.0085 0.7361 1.1038
C 1.9941 -0.1360 -0.5981
B 2.0139 1.4812 -0.1408
N 2.9631 2.5075 -0.8093
O 1.1835 2.0455 0.9480
N 1.3996 -0.1590 -1.9799
C 1.6143 -1.3986 -2.8003
C 2.2005 -0.9986 -4.3154
C 1.2037 0.0035 -5.1512
I 2.1690 -2.9254 -5.4422
C -0.0977 0.1378 -2.0123
C -0.9555 -0.5358 -0.7905
C -2.2785 0.4726 -0.5878
C -1.9396 1.8413 0.2391
C -3.2639 2.8628 0.2194
S -3.1938 3.6962 -1.4988
C -1.6651 -1.9810 -1.2506
C -2.4108 -2.7346 0.0433
C -2.6707 -4.3488 -0.3025
F -1.5761 -5.3457 -0.0081
C -3.9609 -4.8355 -0.9102
F -4.9526 -3.8731 -1.5210
F -4.3389 -6.2913 -1.0024
O -0.2971 -0.5871 0.5104
C 1.0927 -1.0649 0.4629
O 1.1433 -2.5027 0.1682
C 2.1621 -3.2258 0.9299
N 3.1571 -3.8581 1.5031
O 1.5878 -0.9264 1.8751
B 0.4104 -0.7227 2.7935
O -0.3780 -1.9194 3.2413
O -0.0096 0.5847 3.3347
H 6.6303 -0.1880 -3.3892
H 6.5356 -1.3680 -1.9181
H 5.3625 -1.6287 -3.4846
H 4.0346 0.6462 -2.7267
H 5.4985 1.0662 -1.6181
H 4.9634 -1.2286 1.6449
H 3.9057 0.3074 1.9264
H 6.9089 0.2545 0.5290
H 5.7508 1.7623 0.5789
H 6.2663 1.0032 2.2376
H 3.0011 2.3634 -1.8411
H 3.9036 2.4883 -0.3584
H 1.1358 3.0488 0.8533
H 1.8506 0.6426 -2.5162
H 0.6184 -2.0149 -3.0357
H 2.3656 -2.1843 -2.3749
H 3.3265 -0.6823 -4.3017
H 1.5885 0.2355 -6.2440
H 0.9099 0.9911 -4.5843
H 0.1813 -0.5928 -5.3030
H -0.3394 1.3068 -1.9831
H -0.6200 -0.2301 -3.0216
H -2.6524 0.6863 -1.7009
H -3.1727 -0.0542 -0.0480
H -1.7304 1.5917 1.3633
H -1.0788 2.4565 -0.2862
H -4.2735 2.3030 0.4109
H -3.0333 3.7297 0.9816
H -4.2407 3.1788 -2.2929
H -2.4524 -1.8319 -2.1230
H -0.8503 -2.7728 -1.6162
H -1.7505 -2.6982 1.0244
H -3.4621 -2.2255 0.1595
H 0.2417 -2.6420 3.5541
H -0.8279 0.4471 3.9221
C -0.9166 -8.3935 -0.7042
O -1.8631 -9.3270 -1.1908
H 0.0652 -8.8710 -0.6641
H -0.8736 -7.5328 -1.3761
H -1.2040 -8.0715 0.2998
H -2.7238 -8.8752 -1.2153
N -1.5018 4.3440 5.1349
C -1.2260 3.0242 5.2205
C -1.0067 2.3587 6.4159
C -1.0697 3.0898 7.5974
C -1.3498 4.4513 7.5417
C -1.5581 5.0271 6.2988
H -1.1844 2.4980 4.2712
H -0.7916 1.2962 6.4255
H -0.9021 2.6029 8.5537
H -1.4053 5.0491 8.4444
H -1.7835 6.0856 6.2032
Br 4.7474 0.5456 -4.2823
B -4.8522 8.0079 0.4207
O -6.1792 8.5986 0.2192
C -6.6217 8.9804 1.4253
O -7.7019 9.5140 1.6198
C -5.6388 8.6666 2.4292
O -5.7380 8.8870 3.6253
O -4.5739 8.0861 1.8582
O -4.8211 6.6177 -0.0450
C -3.8769 6.5469 -0.9939
O -3.5892 5.5259 -1.5973
C -3.2732 7.8403 -1.1808
O -2.3831 8.1101 -1.9709
O -3.8351 8.7297 -0.3503
Mg 1.3981 -4.3819 -0.7028
B 5.2981 -4.4460 -3.1261
F 4.7435 -5.7557 -3.4275
F 4.2494 -3.5834 -2.6068
F 6.3502 -4.5822 -2.1320
F 5.8494 -3.8626 -4.3383
Al 2.5981 -7.6321 -0.5289
O 6.7775 -1.3910 3.1124
S 7.6981 -2.3284 2.4436
O 7.3932 -2.3723 1.0018
O 7.5343 -3.6747 3.0215
O 9.0875 -1.8756 2.6385
O -4.9097 -0.0786 0.0371
H -5.4941 -0.6729 -0.3973
C -8.5812 -3.8552 -1.5036
O -8.0776 -3.0098 -0.7254
O -7.6410 -4.4497 -2.2241
O -9.7679 -4.2036 -1.6935
H -6.9418 -3.9209 -1.7886

=====

No. 2
83
Properties=species:S:1:pos:R:3 method="wB97M-V/def2-TZVPD" relative_energy_kj_mol=169.4 energy_ev=-129494.243 charge=+2 e_lumo_ha=-0.2430 max_force_ev_per_a=3.21 gap_ev=7.01
C 1.0283 -4.2678 2.2777
C 2.1999 -3.5262 2.0028
C 3.0845 -4.0025 1.0018
C 2.8716 -5.3036 0.5186
N 1.8238 -6.0460 0.8959
C 0.9187 -5.5550 1.7403
C 2.4211 -2.3358 2.7690
C 2.5832 -1.3960 3.5653
C 2.1418 -0.0038 3.5693
C 1.6008 0.5187 2.3799
C 0.9161 1.7741 2.3375
C 0.7132 2.3694 3.6080
C 1.3642 1.9412 4.7646
C 2.1472 0.7768 4.7475
Cd -0.9449 1.0752 1.0265
P -0.9277 -0.9339 -0.8775
H 3.9062 -3.3908 0.6375
H 0.2685 -3.8596 2.9308
H 3.5682 -5.7566 -0.1923
H 0.0697 -6.1901 2.0170
H 2.7118 0.4374 5.6171
H 1.6424 -0.1092 1.4830
H 1.3020 2.5525 5.6554
H 0.9020 2.4400 1.4390
C -1.8101 -0.7663 -2.5071
C -1.5503 -1.7585 -3.6425
H -1.5690 0.2511 -2.8544
H -2.8894 -0.7720 -2.2869
H -2.0956 -1.4064 -4.5300
H -0.4950 -1.8413 -3.9314
H -1.9319 -2.7652 -3.4202
C 0.6975 -1.7353 -1.3147
C 0.7034 -3.2027 -1.7242
H 1.3203 -1.6045 -0.4146
H 1.1488 -1.1294 -2.1184
H 1.7416 -3.5015 -1.9207
H 0.3442 -3.8704 -0.9314
H 0.1259 -3.3958 -2.6383
C -1.8191 -2.2974 0.0034
C -2.5191 -3.3621 -0.8404
H -2.5567 -1.8073 0.6624
H -1.0719 -2.7783 0.6575
H -3.0450 -4.0384 -0.1533
H -3.2766 -2.9525 -1.5260
H -1.8109 -3.9692 -1.4232
Br -0.2534 4.0578 3.7455
P 1.3030 2.1348 -1.3419
C 1.6419 1.3544 -2.9701
C 2.1465 2.2818 -4.0637
H 0.6898 0.8944 -3.2914
H 2.3732 0.5466 -2.8043
H 2.2031 1.7030 -4.9930
H 1.4755 3.1254 -4.2599
H 3.1521 2.6763 -3.8674
C 1.0717 3.9231 -1.6783
C 2.3001 4.8102 -1.6734
H 0.3705 4.2738 -0.9059
H 0.5513 4.0201 -2.6432
H 1.9904 5.8532 -1.7544
H 2.8881 4.7403 -0.7605
H 2.9671 4.6193 -2.5127
C 2.9271 1.9548 -0.4547
C 4.1983 2.0965 -1.2730
H 2.9115 0.9444 -0.0130
H 2.9300 2.6702 0.3819
H 5.0533 1.9648 -0.5987
H 4.2999 1.3292 -2.0464
H 4.3146 3.0769 -1.7464
C -6.5913 0.2845 0.5990
C -5.3014 0.8768 0.9774
C -5.0587 1.8183 1.9684
C -3.6915 2.0856 1.9280
N -3.1099 1.3201 0.9748
N -4.1187 0.6055 0.4071
C -2.9193 3.0056 2.7687
H -7.1048 0.0161 1.5339
H -7.2007 1.0393 0.0791
H -6.4556 -0.6011 -0.0288
H -5.7675 2.2515 2.6562
H -3.9518 0.0014 -0.3924
H -3.5894 3.6254 3.3796
H -2.2881 2.4324 3.4601
H -2.3106 3.6825 2.1535

=====

No. 3
83
Properties=species:S:1:pos:R:3 method="wB97M-V/def2-TZVPD" relative_energy_kj_mol=47.4 energy_ev=-128148.591 charge=+4 multiplicity=5 e_lumo_ha="-0.4594 / -0.5447" max_force_ev_per_a=4.17 gap_ev="5.84 / 4.14"
N 2.1382 1.0155 -6.3282
C 3.0277 1.2090 -5.3425
C 3.1904 0.2710 -4.3077
C 2.3355 -0.8574 -4.3003
C 1.5319 -1.1173 -5.4293
C 1.4308 -0.1154 -6.4200
C 2.2235 -1.6925 -3.1202
Pt -0.7951 -0.9033 1.2753
P -1.4487 -0.3256 3.5723
C 1.6357 -2.9502 -3.0855
C 1.2098 -3.4456 -1.7838
C -0.1453 -3.7677 -1.5585
C -0.7127 -3.5361 -0.3297
C 0.0852 -2.7858 0.6108
C 1.5081 -3.1017 0.5653
C 2.0766 -3.3272 -0.6716
Br -0.8068 -3.2220 2.5989
H 2.5096 -1.1465 -2.1885
H 1.2109 -3.3621 -3.9682
H 3.9328 0.4532 -3.5339
H 0.9035 -2.0121 -5.4601
H 3.5556 2.1583 -5.3521
H 0.7108 -0.2390 -7.2293
H -0.7631 -4.0005 -2.4272
H 3.1328 -3.3306 -0.8450
H -1.7516 -3.7567 -0.0902
H 2.0904 -2.9832 1.4807
P -1.7678 0.3077 -0.4517
C 0.0646 -0.8369 4.5267
C -0.0186 -1.0918 6.0363
H 0.8448 -0.0807 4.3447
H 0.4554 -1.7531 4.0603
H 1.0043 -1.0985 6.4585
H -0.5425 -0.2933 6.5689
H -0.5096 -2.0398 6.2984
C -3.1994 -0.9650 3.7404
C -3.5682 -1.4580 5.1437
H -3.4150 -1.7473 2.9934
H -3.8434 -0.1093 3.4816
H -4.2622 -2.3126 5.0966
H -2.6755 -1.8158 5.6965
H -4.0805 -0.6813 5.7306
C -1.7535 1.3817 4.1970
C -1.8876 1.4169 5.7239
H -2.7071 1.6933 3.7242
H -0.9370 2.0316 3.8167
H -2.4546 2.3061 6.0175
H -2.4545 0.5449 6.0909
H -0.9087 1.4679 6.2285
C -2.1590 2.1123 -0.5500
C -2.7053 2.7705 0.6970
H -2.8920 2.2156 -1.3679
H -1.2487 2.6117 -0.9165
H -2.9159 3.8320 0.4887
H -3.6345 2.2828 1.0112
H -1.9884 2.7203 1.5249
C -3.4755 -0.3300 -0.7428
C -3.5573 -1.7812 -1.1754
H -3.9362 0.3169 -1.4955
H -4.0477 -0.1508 0.1835
H -4.5837 -2.1466 -1.0331
H -3.3099 -1.8876 -2.2375
H -2.8856 -2.4272 -0.5978
C -0.8245 0.0381 -2.0326
C -0.1707 1.2568 -2.6825
H -1.5073 -0.4443 -2.7534
H -0.0665 -0.7316 -1.8194
H 0.2059 0.9773 -3.6702
H -0.8879 2.0685 -2.8247
H 0.6664 1.6341 -2.0847
N 4.2412 3.0052 1.4531
C 3.1950 2.1457 1.4434
C 1.8876 2.6036 1.7754
C 0.8279 1.6997 1.6770
N 1.0155 0.4009 1.3698
C 2.2591 -0.0485 1.0865
C 3.3746 0.7804 1.1302
H 4.1282 3.9905 1.6488
H 5.1642 2.7133 1.1719
H 1.6737 3.6053 2.1235
H -0.2035 1.9878 1.8661
H 2.3453 -1.1190 0.8588
H 4.3788 0.3389 0.9409

=====

No. 4
88
Properties=species:S:1:pos:R:3 method="wB97M-V/def2-TZVPD" relative_energy_kj_mol=0.0 energy_ev=-80870.891 charge=-2 e_lumo_ha=0.1401 max_force_ev_per_a=0.30 gap_ev=6.74
Cs -2.0700 0.0370 -2.7814
C -4.9712 -0.1609 0.6694
C -4.2454 0.6566 1.7351
C -4.7979 0.3313 3.1257
C -2.7433 0.4560 1.7132
C -2.1734 -0.8107 1.6608
C -0.7955 -0.9873 1.6930
C -0.2208 -2.3893 1.7999
C -0.1368 -2.8012 3.2758
C -1.0030 -3.4435 1.0192
C 0.0379 0.1421 1.7296
C -0.5198 1.4240 1.8389
C -1.9042 1.5551 1.8162
C 0.3301 2.6584 2.0914
C 0.4252 2.9250 3.5991
C -0.1903 3.9114 1.3856
C 1.5302 -0.0323 1.7502
C 2.1358 -0.1114 3.0081
C 3.4998 -0.2736 3.1619
C 4.3016 -0.3580 2.0343
C 3.7180 -0.2831 0.7813
C 2.3383 -0.1293 0.5978
P 1.5834 -0.0739 -1.1041
C 2.3664 1.4632 -1.8763
C 2.0927 1.4284 -3.3830
C 1.5798 2.6299 -1.2705
C 3.8540 1.7451 -1.6552
C 2.2739 -1.6273 -1.9569
C 3.7755 -1.7708 -2.2190
C 1.8302 -2.7917 -1.0650
C 1.5658 -1.7837 -3.3136
H -6.0382 0.0770 0.6732
H -4.8649 -1.2333 0.8395
H -4.5788 0.0509 -0.3250
H -4.4245 1.7164 1.5326
H -4.6309 -0.7228 3.3637
H -5.8735 0.5225 3.1694
H -4.3074 0.9329 3.8942
H -2.8081 -1.6846 1.5737
H 0.7994 -2.3592 1.4152
H -1.1379 -2.8087 3.7145
H 0.4839 -2.1181 3.8581
H 0.2807 -3.8080 3.3666
H -1.9431 -3.7020 1.5098
H -0.4144 -4.3633 0.9471
H -1.2821 -3.1169 0.0179
H -2.3499 2.5435 1.8410
H 1.3420 2.4519 1.7336
H -0.5729 3.1049 4.0062
H 1.0364 3.8115 3.7926
H 0.8619 2.0829 4.1371
H -1.0874 4.2967 1.8756
H -0.4622 3.7199 0.3480
H 0.5678 4.6998 1.4225
H 1.5007 -0.0480 3.8828
H 3.9314 -0.3330 4.1543
H 5.3747 -0.4795 2.1249
H 4.3598 -0.3368 -0.0829
H 1.0662 1.1498 -3.6262
H 2.7593 0.7403 -3.9043
H 2.2624 2.4281 -3.7950
H 0.5006 2.5416 -1.4165
H 1.9076 3.5646 -1.7396
H 1.7745 2.7138 -0.2009
H 4.5047 0.9552 -2.0316
H 4.0813 1.9126 -0.6018
H 4.1090 2.6637 -2.1956
H 4.3544 -1.8733 -1.3020
H 4.1739 -0.9420 -2.8050
H 3.9351 -2.6848 -2.8023
H 2.3339 -2.7713 -0.0963
H 2.0809 -3.7364 -1.5581
H 0.7528 -2.7812 -0.8977
H 2.0901 -1.2617 -4.1123
H 0.5401 -1.4194 -3.3444
H 1.5429 -2.8445 -3.5802
O -1.3957 -1.4101 -7.0008
Cl -1.3716 -0.0920 -6.4227
O -2.6348 0.1741 -5.7585
O -1.1378 0.8926 -7.4449
O -0.3174 -0.0203 -5.4232
O -4.0977 -4.0631 -0.2792
C -4.0267 -3.0685 -1.0191
O -3.0302 -2.3472 -1.2822
H -4.9841 -2.7523 -1.5171
O -3.7468 3.9287 0.0592
S -3.3289 3.0608 -1.0753
N -1.9278 2.9104 -1.4740

=====

No. 5
81
Properties=species:S:1:pos:R:3 method="wB97M-V/def2-TZVPD" relative_energy_kj_mol=469.5 energy_ev=-78600.834 charge=+1 multiplicity=6 e_lumo_ha="-0.1051 / -0.1063" max_force_ev_per_a=6.18 gap_ev="6.18 / 5.04"
Dy 0.3254 -1.5916 0.3668
C 0.0136 3.2046 -1.0796
C -0.9602 2.4001 -1.7208
C -1.8599 3.1913 0.2333
C -0.5400 3.6873 0.1294
C -2.1138 2.3851 -0.9021
C 1.3875 3.5063 -1.5465
H 1.5344 3.1919 -2.5861
H 2.1482 3.0224 -0.9124
H 1.5788 4.5866 -1.4799
C 0.1869 4.5357 1.0985
H 0.8643 5.2175 0.5661
H 0.8053 3.9419 1.7902
H -0.5094 5.1319 1.6962
C -2.8167 3.4383 1.3322
H -2.7059 4.4586 1.7159
H -2.6610 2.7505 2.1746
H -3.8440 3.3060 0.9744
C -3.3878 1.6789 -1.1712
H -4.1971 2.4083 -1.3323
H -3.6858 1.0424 -0.3234
H -3.3169 1.0482 -2.0656
C -0.8315 1.7303 -3.0378
H -1.4399 2.2610 -3.7893
H -1.1927 0.6911 -3.0095
H 0.2094 1.7239 -3.3863
C 2.4839 -2.7756 -0.1955
C 3.2111 -2.4635 -1.5118
C 2.6341 -2.6945 -2.8945
C 1.1193 -2.6824 -3.1019
C 0.2788 -1.8404 -2.0554
C -0.7074 -2.8167 -1.2583
C 0.0027 -3.9889 -0.5202
C 1.5204 -4.0242 -0.2972
H 3.0365 -3.6627 -3.2266
H 0.7743 -3.7223 -3.1464
H 3.0888 -1.9481 -3.5645
H 1.9436 -4.6797 -1.0693
H 3.2463 -3.2342 0.4765
H 4.2386 -2.8663 -1.5142
H 1.6875 -4.5846 0.6326
H -0.5038 -4.1479 0.4468
H -1.3897 -3.2310 -2.0228
H -0.2317 -4.8939 -1.0881
H 0.9094 -2.2727 -4.1033
H -0.3551 -1.1169 -2.5868
P 3.6984 -0.7626 -0.9503
C 4.9237 -0.0583 0.1144
C 2.9527 0.4080 -2.0860
P -2.4852 -2.2123 -0.2451
C 2.4768 -1.3261 0.3106
C -3.7197 -2.1677 -1.5707
C -3.0659 -3.6115 0.7986
H 4.4299 0.3470 1.0171
H 5.4773 0.6974 -0.4349
H 5.6220 -0.8528 0.4486
H 2.0145 0.0811 -2.5585
H 3.6821 0.5290 -2.9172
H 2.7742 1.3731 -1.6151
H -2.5293 -4.5605 0.6425
H -4.1386 -3.8156 0.6578
H -2.9265 -3.3175 1.8607
H 2.6035 -1.2484 1.4056
H 1.0361 -1.1728 -1.5371
H -4.6574 -1.7918 -1.1423
H -3.8848 -3.1519 -2.0451
H -3.3834 -1.4442 -2.3297
O -0.6305 -1.2576 2.4714
C -0.4390 0.0214 2.4415
O -0.0031 0.5465 1.3341
C -0.6730 0.8360 3.6635
C -0.8448 0.2455 4.9340
C -1.0265 1.0554 6.0564
C -1.0753 2.4483 5.9318
C -0.9033 3.0395 4.6642
C -0.6912 2.2175 3.5539
H -0.8133 -0.8401 5.0155
H -1.1158 0.6023 7.0579
H -1.2305 3.0744 6.8125
H -0.9104 4.1293 4.5488
H -0.5224 2.6379 2.5567

=====

> Which of these has the lowest charge?

C30H46ClCsNO7PS